No. 1
# C24H39F3I2N6O5P

A cluster of 2 separate species, C24H39F3I2N6O5P in total at a distorted geometry (ωB97M-V with the def2-TZVPD basis set, the Open Molecules 2025 dataset).

Cartesian coordinates (Å):
C  -1.836  2.394  1.783
C  -0.449  2.280  2.425
C  0.431  1.155  1.865
C  -0.272  -0.191  1.721
N  0.516  -1.113  0.789
C  -0.189  -1.294  -0.391
N  -0.285  -0.217  -1.128
O  -1.057  -0.188  -2.241
C  -0.338  0.206  -3.438
C  1.185  0.008  -3.380
O  1.731  -0.150  -4.670
C  1.473  0.915  -5.578
C  0.380  0.565  -6.598
N  -0.773  -2.466  -0.817
C  -0.150  -3.019  -1.998
I  1.894  -3.610  -1.948
C  -0.799  -3.185  -3.156
C  -0.148  -3.739  -4.402
I  -2.833  -2.717  -3.429
C  -1.159  -3.412  0.276
C  -2.626  -3.123  0.670
N  -3.581  -3.668  -0.301
C  -0.314  -3.315  1.577
C  0.088  -4.712  2.055
O  1.134  -5.222  1.220
C  0.983  -6.511  0.835
F  -0.177  -6.713  0.197
F  1.975  -6.816  0.001
F  1.028  -7.343  1.878
C  0.889  -2.405  1.404
P  1.887  -2.166  2.946
N  1.141  -2.280  4.332
H  -2.383  3.238  2.199
H  -2.445  1.515  2.011
H  -1.806  2.512  0.698
H  0.062  3.228  2.292
H  -0.562  2.146  3.504
H  0.872  1.481  0.918
H  1.268  1.021  2.555
H  -1.284  -0.065  1.342
H  -0.377  -0.662  2.699
H  0.181  0.630  -0.820
H  -0.722  -0.436  -4.231
H  -0.603  1.236  -3.669
H  1.443  -0.901  -2.839
H  1.661  0.880  -2.911
H  1.273  1.862  -5.069
H  2.398  1.066  -6.138
H  0.362  -0.522  -6.696
H  0.586  1.003  -7.570
H  -0.615  0.868  -6.265
H  -0.818  -3.622  -5.251
H  0.766  -3.198  -4.643
H  0.047  -4.805  -4.289
H  -1.148  -4.430  -0.103
H  -2.742  -2.038  0.795
H  -2.820  -3.559  1.652
H  -4.008  -2.897  -0.801
H  -4.354  -4.082  0.208
H  -0.953  -2.923  2.373
H  -0.789  -5.360  2.083
H  0.469  -4.658  3.077
H  1.554  -2.901  0.692
H  2.446  -0.878  2.785
H  2.946  -3.087  2.814
H  0.155  -2.481  4.211
C  0.862  8.490  4.355
C  1.682  8.699  3.253
C  1.590  7.865  2.151
C  0.670  6.831  2.173
C  -0.152  6.605  3.263
C  -0.051  7.443  4.361
N  0.559  5.956  1.001
O  1.301  6.158  0.066
O  -0.276  5.067  1.031
H  0.934  9.147  5.212
H  2.392  9.514  3.252
H  2.225  8.022  1.292
H  -0.863  5.792  3.261
H  -0.687  7.282  5.220

2S+1	1
total charge	+1
LUMO level	-3.125	eV
HOMO-LUMO gap	8.4089	eV

=====

No. 2
# C24H39F9N4O5Sr

A structure of composition C24H39F9N4O5Sr at a distorted geometry (ωB97M-V with the def2-TZVPD basis set, the Open Molecules 2025 dataset).

Cartesian coordinates (Å):
Sr  1.710  0.691  1.168
C  0.337  -0.451  -5.195
C  0.013  -0.721  -3.724
C  0.912  -1.821  -3.138
C  0.252  -2.822  -2.181
C  1.218  -3.986  -1.959
C  -1.063  -3.349  -2.760
N  -0.007  -2.127  -0.829
C  -0.613  -3.054  0.185
C  -1.098  -2.416  1.479
N  -1.923  -1.212  1.421
C  -1.764  -0.542  2.727
C  -0.442  0.212  2.674
O  0.581  -0.361  3.089
O  -0.434  1.310  2.043
C  -3.362  -1.314  1.086
C  -3.703  -2.303  -0.015
C  -3.976  0.060  0.778
C  -3.610  0.887  -0.487
C  -4.143  2.301  -0.165
C  -4.329  0.392  -1.747
N  -2.152  0.851  -0.713
C  -1.609  1.872  -1.617
C  -1.145  1.305  -2.956
N  0.046  0.451  -2.848
C  1.270  1.218  -3.081
C  1.635  2.215  -1.965
O  1.818  3.394  -2.215
O  1.732  1.654  -0.827
H  0.100  -1.325  -5.801
H  1.392  -0.231  -5.345
H  -0.235  0.390  -5.582
H  -1.023  -1.070  -3.687
H  1.784  -1.390  -2.642
H  1.308  -2.436  -3.950
H  1.383  -4.465  -2.921
H  0.815  -4.743  -1.294
H  2.180  -3.648  -1.578
H  -0.908  -3.545  -3.819
H  -1.880  -2.638  -2.679
H  -1.371  -4.282  -2.298
H  0.902  -1.789  -0.466
H  -0.610  -1.292  -0.978
H  0.168  -3.765  0.452
H  -1.394  -3.592  -0.331
H  -0.207  -2.142  2.050
H  -1.576  -3.234  2.054
H  -1.751  -1.277  3.546
H  -2.579  0.160  2.899
H  -3.878  -1.681  1.994
H  -3.139  -2.112  -0.917
H  -4.756  -2.198  -0.275
H  -3.550  -3.337  0.291
H  -3.828  0.717  1.637
H  -5.059  -0.094  0.743
H  -5.164  2.240  0.211
H  -4.170  2.955  -1.033
H  -3.532  2.771  0.605
H  -5.397  0.275  -1.564
H  -3.935  -0.555  -2.100
H  -4.221  1.112  -2.556
H  -1.704  0.956  0.189
H  -0.776  2.364  -1.122
H  -2.330  2.669  -1.818
H  -0.959  2.133  -3.654
H  -1.959  0.713  -3.377
H  1.235  1.762  -4.036
H  2.101  0.512  -3.127
F  4.311  0.622  0.870
C  4.567  -0.559  0.215
F  4.375  -0.302  -1.076
F  5.862  -0.813  0.441
C  3.607  -1.722  0.719
O  2.330  -1.486  0.432
C  4.062  -3.020  -0.008
F  3.272  -4.053  0.364
F  5.337  -3.390  0.206
F  3.914  -2.874  -1.345
C  3.793  -1.903  2.272
F  5.012  -2.399  2.556
F  2.865  -2.728  2.766
F  3.652  -0.725  2.905

2S+1	1
energy relative to the best compared isomer or geometry (same formula, charge and spin)	0.2295	eV
total charge	0
LUMO level	0.313	eV
HOMO-LUMO gap	8.8495	eV

=====

No. 3
# C24H39N2O16

A cluster of 6 separate species, C24H39N2O16 in total at a distorted geometry (ωB97M-V with the def2-TZVPD basis set, the Open Molecules 2025 dataset).

Cartesian coordinates (Å):
C  -2.360  -3.222  -4.436
C  -2.330  -3.752  -5.894
C  -1.031  -3.364  -6.611
C  0.158  -4.074  -5.967
C  1.480  -3.293  -5.975
C  1.355  -1.825  -5.566
C  2.607  -1.282  -4.849
C  2.207  -0.145  -3.912
N  1.679  -0.677  -2.612
N  0.230  -0.666  -2.540
C  -0.257  0.395  -2.138
O  -0.772  1.397  -1.877
H  -1.643  -2.415  -4.318
H  -3.349  -2.975  -4.096
H  -2.004  -4.036  -3.813
H  -3.137  -3.292  -6.452
H  -2.457  -4.825  -5.880
H  -1.125  -3.614  -7.657
H  -0.973  -2.279  -6.556
H  0.335  -4.978  -6.537
H  -0.034  -4.397  -4.952
H  2.128  -3.768  -5.241
H  1.996  -3.389  -6.920
H  1.259  -1.240  -6.474
H  0.449  -1.632  -5.005
H  3.264  -0.857  -5.591
H  3.098  -2.056  -4.269
H  1.501  0.512  -4.394
H  3.088  0.445  -3.687
H  1.955  -1.655  -2.544
H  2.084  -0.174  -1.812
C  -6.362  -3.644  -4.105
C  -7.189  -4.884  -3.846
O  -6.904  -5.687  -4.991
C  -5.709  -5.297  -5.494
O  -5.113  -5.869  -6.342
O  -5.279  -4.151  -4.893
H  -5.991  -3.186  -3.191
H  -6.900  -2.894  -4.687
H  -6.869  -5.420  -2.950
H  -8.254  -4.678  -3.774
C  4.854  0.158  2.115
C  3.447  0.690  2.045
O  3.253  0.857  0.621
C  4.109  0.025  0.000
O  4.089  -0.195  -1.183
O  4.980  -0.521  0.847
H  5.006  -0.528  2.942
H  5.604  0.947  2.166
H  2.711  -0.021  2.421
H  3.328  1.633  2.570
C  -0.091  -1.609  3.433
C  -1.047  -1.157  4.515
O  -0.192  -1.040  5.652
C  1.076  -0.848  5.213
O  1.994  -0.552  5.895
O  1.153  -1.044  3.862
H  -0.363  -1.238  2.447
H  0.011  -2.695  3.390
H  -1.488  -0.181  4.303
H  -1.843  -1.872  4.704
C  1.303  4.116  4.553
C  1.827  4.993  5.664
O  2.765  4.131  6.324
C  3.169  3.194  5.439
O  4.063  2.434  5.607
O  2.411  3.239  4.308
H  1.045  4.674  3.657
H  0.443  3.518  4.861
H  2.357  5.870  5.289
H  1.049  5.317  6.347
C  0.140  7.905  8.939
C  -1.270  8.447  8.875
O  -1.473  8.611  7.466
C  -0.632  7.773  6.822
O  -0.664  7.538  5.658
O  0.260  7.224  7.683
H  0.296  7.218  9.767
H  0.892  8.693  8.984
H  -2.009  7.741  9.257
H  -1.385  9.395  9.394

2S+1	1
total charge	+1
LUMO level	-3.453	eV
HOMO-LUMO gap	9.2266	eV